Entry 1:
The following is a quantum chemistry calculation of 6 unconnected molecules or ions with the total composition C44H52BO25PSSi at a distorted geometry, from the Open Molecules 2025 dataset.

Each line ends with the Löwdin charge.
Atoms and positions in Å:
C1 6.083 -4.330 5.203  -0.12
O1 6.314 -3.906 3.897  -0.18
C2 5.333 -4.390 3.008  -0.26
C3 5.325 -3.621 1.729  -0.16
C4 5.512 -2.118 1.872  -0.18
C5 4.251 -1.305 1.517  -0.19
C6 4.093 -0.048 2.376  -0.15
C7 2.906 -0.070 3.358  -0.48
O2 1.761 0.059 2.541  0.03
C8 0.670 0.352 3.230  -0.57
O3 0.387 -0.159 4.216  0.16
C9 -0.200 1.370 2.606  -0.05
C10 -1.566 1.255 3.160  -0.27
O4 -1.976 -0.060 2.924  -0.20
Si1 -3.040 -0.759 3.984  0.45
C11 -4.488 0.411 4.312  -0.14
C12 -3.730 -2.338 3.292  -0.13
C13 -2.319 -1.151 5.662  -0.14
P1 2.954 -1.743 4.230  0.52
S1 1.725 -3.091 3.530  0.21
B1 3.180 1.130 4.348  -0.52
C14 4.170 0.909 5.555  0.01
O5 2.627 2.357 4.165  0.18
H1 5.609 -3.557 5.780  0.07
H2 5.439 -5.182 5.247  0.08
H3 6.996 -4.597 5.683  0.08
H4 5.486 -5.434 2.792  0.13
H5 4.385 -4.290 3.492  0.05
H6 6.087 -3.982 1.074  0.11
H7 4.391 -3.829 1.253  0.11
H8 6.277 -1.788 1.213  0.10
H9 5.834 -1.848 2.848  0.08
H10 3.369 -1.903 1.480  0.07
H11 4.415 -0.952 0.525  0.10
H12 3.847 0.751 1.712  0.12
H13 4.995 0.240 2.868  0.11
H14 -0.271 1.141 1.562  0.12
H15 0.210 2.356 2.655  0.13
H16 -1.541 1.539 4.199  0.12
H17 -2.239 1.924 2.672  0.12
H18 -4.085 1.328 4.686  0.02
H19 -4.980 0.591 3.378  0.03
H20 -5.135 -0.040 5.023  0.02
H21 -4.710 -2.452 3.715  0.04
H22 -3.842 -2.290 2.252  -0.02
H23 -3.175 -3.186 3.609  0.04
H24 -3.020 -1.802 6.145  0.03
H25 -2.219 -0.293 6.286  0.02
H26 -1.402 -1.683 5.610  0.02
H27 2.557 -1.461 5.540  -0.01
H28 4.287 -2.162 4.309  -0.01
H29 5.093 0.548 5.146  0.06
H30 3.805 0.197 6.263  0.05
H31 4.391 1.817 6.076  0.06
H32 3.327 2.995 4.013  0.12
C15 3.397 3.194 -2.507  0.08
C16 2.733 3.440 -3.647  -0.23
C17 2.535 4.844 -4.153  -0.29
O6 1.939 4.995 -5.206  0.11
C18 3.053 5.943 -3.370  0.07
C19 3.712 5.701 -2.233  -0.24
C20 3.940 4.303 -1.733  -0.32
O7 4.568 4.164 -0.702  0.10
O8 4.206 6.662 -1.476  0.13
O9 2.210 2.508 -4.417  0.11
H33 3.553 2.193 -2.130  0.13
H34 2.884 6.939 -3.743  0.12
H35 4.632 6.214 -0.722  0.12
H36 1.802 2.982 -5.167  0.09
C21 -1.015 -0.843 -8.232  0.08
C22 -0.604 -1.898 -7.523  -0.24
C23 0.331 -1.750 -6.360  -0.32
O10 0.645 -2.753 -5.754  0.11
C24 0.818 -0.414 -6.021  0.07
C25 0.410 0.640 -6.738  -0.22
C26 -0.549 0.487 -7.884  -0.31
O11 -0.891 1.490 -8.479  0.11
O12 0.786 1.901 -6.537  0.09
O13 -0.988 -3.131 -7.790  0.12
H37 -1.690 -0.934 -9.071  0.14
H38 1.502 -0.333 -5.191  0.13
H39 0.300 2.404 -7.224  0.13
H40 -0.548 -3.697 -7.127  0.12
C27 -0.928 -2.982 -2.361  0.09
C28 -1.425 -3.464 -1.213  -0.23
C29 -1.913 -2.556 -0.125  -0.28
O14 -2.370 -3.069 0.880  0.08
C30 -1.813 -1.118 -0.323  0.10
C31 -1.317 -0.637 -1.473  -0.23
C32 -0.855 -1.547 -2.575  -0.29
O15 -0.439 -1.056 -3.609  0.10
O16 -1.202 0.656 -1.717  0.12
O17 -1.524 -4.752 -0.961  0.13
H41 -0.577 -3.623 -3.157  0.13
H42 -2.151 -0.475 0.480  0.12
H43 -0.820 0.728 -2.612  0.12
H44 -1.920 -4.828 -0.068  0.11
C33 -2.521 7.354 -5.120  0.07
C34 -1.183 7.310 -5.044  -0.24
C35 -0.439 7.906 -3.879  -0.30
O18 0.772 7.821 -3.866  0.10
C36 -1.207 8.558 -2.833  0.08
C37 -2.543 8.602 -2.912  -0.25
C38 -3.289 7.987 -4.063  -0.32
O19 -4.502 8.051 -4.058  0.11
O20 -3.292 9.181 -1.997  0.12
O21 -0.442 6.743 -5.973  0.12
H45 -3.068 6.928 -5.949  0.14
H46 -0.660 8.996 -2.010  0.14
H47 -4.215 9.069 -2.295  0.12
H48 0.490 6.824 -5.684  0.10
C39 -5.857 -6.797 1.587  0.08
C40 -7.177 -6.958 1.425  -0.25
C41 -8.053 -5.851 0.910  -0.32
O22 -9.239 -6.076 0.771  0.11
C42 -7.437 -4.571 0.609  0.08
C43 -6.117 -4.408 0.775  -0.24
C44 -5.237 -5.522 1.265  -0.30
O23 -4.050 -5.304 1.372  0.11
O24 -5.499 -3.273 0.520  0.12
O25 -7.796 -8.089 1.701  0.12
H49 -5.218 -7.586 1.954  0.14
H50 -8.078 -3.777 0.255  0.13
H51 -4.553 -3.428 0.725  0.08
H52 -8.737 -7.936 1.493  0.12

Summary:
- HOMO energy (eV) = -8.39
- total charge = 0
- SMILES string = COCCCCC[C@@](OC(=O)CCO[Si](C)(C)C)([PH2]=S)B(C)O.O=C1C=C(O)C(=O)C=C1O.O=C1C=C(O)C(=O)C=C1O.O=C1C=C(O)C(=O)C=C1O.O=C1C=C(O)C(=O)C=C1O.O=C1C=C(O)C(=O)C=C1O

=====

Entry 2:
The following is a quantum chemistry calculation of a molecular structure, C44H52N12O2Sc, from the Open Molecules 2025 dataset.

Each line ends with the Löwdin charge.
Atoms and positions in Å:
Sc1 -0.048 0.447 0.065  1.10
C1 1.592 -3.884 -4.930  -0.03
C2 0.819 -2.960 -4.027  -0.25
C3 0.265 -1.769 -4.502  -0.02
C4 -0.398 -0.907 -3.653  -0.03
C5 -0.574 -1.204 -2.299  -0.27
N1 -1.319 -0.355 -1.439  -0.07
C6 -2.663 -0.194 -1.765  -0.21
C7 -3.273 -0.903 -2.821  -0.01
C8 -4.552 -0.641 -3.266  -0.04
C9 -5.333 0.337 -2.662  -0.28
C10 -6.725 0.661 -3.144  -0.05
C11 -4.805 0.945 -1.541  0.01
C12 -3.525 0.667 -1.060  -0.10
N2 -3.189 1.188 0.240  -0.05
C13 -4.017 1.916 1.017  -0.04
C14 -3.552 1.883 2.306  -0.02
C15 -2.401 1.112 2.229  -0.14
N3 -2.173 0.686 0.987  0.01
C16 -0.035 -2.403 -1.840  -0.12
C17 0.667 -3.254 -2.684  0.02
N4 -0.261 -2.819 -0.494  -0.05
C18 -0.457 -4.089 -0.072  -0.04
C19 -0.751 -4.040 1.267  -0.03
C20 -0.718 -2.676 1.580  -0.12
N5 -0.423 -1.942 0.514  0.02
H1 1.437 -3.627 -5.977  0.08
H2 1.294 -4.923 -4.783  0.09
H3 2.664 -3.815 -4.723  0.07
H4 0.375 -1.511 -5.550  0.12
H5 -0.828 0.010 -4.036  0.12
H6 -2.705 -1.675 -3.317  0.11
H7 -4.954 -1.214 -4.093  0.12
H8 -6.840 0.413 -4.199  0.08
H9 -6.950 1.721 -3.021  0.08
H10 -7.479 0.097 -2.589  0.08
H11 -5.442 1.641 -1.012  0.11
H12 -4.891 2.403 0.627  0.12
H13 -3.979 2.366 3.168  0.11
H14 -1.741 0.834 3.027  0.09
H15 1.117 -4.156 -2.281  0.12
H16 -0.402 -4.922 -0.753  0.13
H17 -0.979 -4.867 1.919  0.10
H18 -0.929 -2.205 2.526  0.11
C21 3.982 2.598 -1.688  -0.03
N6 2.703 3.020 -2.235  -0.13
C22 2.828 3.875 -3.408  -0.05
C23 1.520 2.391 -1.968  -0.38
N7 1.394 1.124 -1.570  0.07
C24 2.310 0.180 -2.138  -0.20
C25 2.632 0.314 -3.469  -0.04
C26 3.506 -0.557 -4.136  -0.06
C27 3.973 -1.658 -3.488  -0.05
C28 3.568 -1.923 -2.159  -0.16
C29 3.918 -3.170 -1.585  -0.04
C30 3.483 -3.506 -0.338  -0.06
C31 2.773 -2.559 0.416  -0.04
C32 2.493 -1.303 -0.063  -0.25
N8 1.920 -0.371 0.851  0.05
C33 2.634 -0.134 1.941  -0.38
N9 2.057 0.326 3.083  -0.13
C34 2.763 1.218 3.989  -0.04
C35 0.671 0.115 3.402  -0.06
N10 3.968 -0.357 2.032  -0.13
C36 4.881 -0.161 0.919  -0.01
C37 4.580 -0.878 3.243  -0.04
C38 2.781 -0.978 -1.430  -0.05
N11 0.423 3.171 -2.122  -0.12
C39 -0.871 2.632 -2.524  -0.02
C40 0.450 4.601 -1.836  -0.03
H19 4.589 3.490 -1.525  0.10
H20 4.519 1.931 -2.367  0.10
H21 3.827 2.113 -0.734  0.05
H22 3.569 3.437 -4.084  0.10
H23 3.162 4.879 -3.138  0.10
H24 1.883 3.941 -3.939  0.09
H25 2.174 1.121 -4.029  0.12
H26 3.761 -0.372 -5.173  0.11
H27 4.616 -2.373 -3.986  0.12
H28 4.505 -3.863 -2.177  0.12
H29 3.703 -4.479 0.085  0.11
H30 2.468 -2.801 1.428  0.13
H31 3.689 1.552 3.535  0.09
H32 2.972 0.744 4.952  0.10
H33 2.138 2.095 4.175  0.09
H34 0.165 -0.370 2.575  0.03
H35 0.202 1.074 3.611  0.08
H36 0.560 -0.519 4.286  0.11
H37 4.402 0.425 0.146  0.07
H38 5.215 -1.114 0.499  0.10
H39 5.751 0.393 1.278  0.11
H40 3.821 -1.258 3.922  0.10
H41 5.182 -0.128 3.763  0.09
H42 5.237 -1.707 2.969  0.10
H43 -0.775 1.575 -2.735  0.05
H44 -1.212 3.141 -3.430  0.11
H45 -1.612 2.782 -1.741  0.08
H46 0.674 5.209 -2.714  0.09
H47 1.194 4.818 -1.070  0.09
H48 -0.533 4.887 -1.468  0.10
O1 -1.478 3.447 0.635  0.04
C41 -0.360 3.495 1.108  -0.51
C42 0.178 4.694 1.860  -0.08
C43 1.671 4.426 1.901  -0.08
C44 1.809 3.004 1.375  -0.49
O2 2.893 2.455 1.307  0.03
N12 0.583 2.478 1.005  0.08
H49 -0.282 4.707 2.848  0.13
H50 -0.109 5.614 1.356  0.12
H51 2.126 4.500 2.888  0.12
H52 2.241 5.083 1.243  0.12

Summary:
- HOMO energy (eV) = -9.20
- total charge = +1
- relative energy (zero: lowest compared OMol25 entry of this formula, charge and spin) (kJ/mol) = 0.00

=====

Entry 3:
The following is a quantum chemistry calculation of a molecular structure, C44H53Br2Cl2EuN7O4P2 at a distorted geometry, from the Open Molecules 2025 dataset.

Each line ends with the Löwdin charge.
Atoms and positions in Å:
Eu1 0.964 -0.418 0.345  1.48
Br1 -1.959 0.749 -3.826  0.62
C1 -1.766 2.670 -3.622  -1.00
Br2 -1.636 3.233 -1.766  0.61
H1 -2.643 3.148 -4.055  0.00
H2 -0.850 2.975 -4.123  0.00
C2 -2.603 2.231 3.909  -0.04
N1 -2.881 1.462 2.721  -0.06
C3 -4.248 0.984 2.620  -0.12
C4 -4.276 0.224 1.300  -0.12
N2 -2.906 0.294 0.841  -0.18
C5 -2.700 0.160 -0.575  -0.20
C6 -2.123 1.057 1.667  -0.39
N3 -0.861 1.225 1.385  0.00
C7 -0.111 2.204 2.169  -0.24
C8 1.226 2.546 1.494  -0.23
N4 2.229 1.490 1.656  0.01
C9 3.275 1.743 2.397  -0.34
N5 4.385 0.967 2.387  -0.09
C10 4.689 -0.148 1.534  -0.04
C11 5.435 1.484 3.240  -0.11
C12 4.893 2.853 3.652  -0.12
N6 3.501 2.828 3.222  -0.09
C13 2.540 3.412 4.129  -0.05
H3 -3.324 1.932 4.669  0.09
H4 -2.728 3.302 3.730  0.09
H5 -1.613 2.037 4.302  0.07
H6 -4.947 1.825 2.639  0.12
H7 -4.473 0.336 3.473  0.12
H8 -4.947 0.686 0.569  0.12
H9 -4.570 -0.823 1.431  0.11
H10 -3.286 0.908 -1.119  0.04
H11 -3.029 -0.831 -0.900  0.04
H12 -1.633 0.277 -0.801  0.01
H13 0.100 1.810 3.174  0.07
H14 -0.695 3.127 2.253  0.12
H15 1.583 3.508 1.870  0.10
H16 1.028 2.670 0.421  0.08
H17 3.868 -0.312 0.834  0.04
H18 4.819 -1.060 2.124  0.08
H19 5.606 0.055 0.974  0.10
H20 6.373 1.571 2.686  0.12
H21 5.602 0.820 4.097  0.13
H22 5.419 3.671 3.146  0.12
H23 4.957 3.022 4.729  0.11
H24 2.899 3.302 5.154  0.09
H25 1.578 2.917 4.061  0.07
H26 2.403 4.476 3.923  0.09
N7 -0.274 -2.682 0.557  -0.45
P1 -1.815 -2.284 1.320  1.02
C14 -2.423 -3.931 1.822  -0.38
C15 -3.629 -4.356 1.276  -0.11
C16 -4.193 -5.551 1.684  -0.08
C17 -3.549 -6.322 2.636  -0.08
C18 -2.341 -5.906 3.175  -0.07
C19 -1.771 -4.711 2.772  -0.08
C20 -1.380 -1.664 3.002  -0.34
C21 -0.233 -0.931 3.284  -0.15
C22 -0.028 -0.402 4.547  -0.08
C23 -0.981 -0.566 5.536  -0.09
C24 -2.146 -1.260 5.253  -0.08
C25 -2.349 -1.796 3.995  -0.10
P2 -0.748 -2.617 -1.142  0.95
C26 -1.205 -4.351 -1.517  -0.37
C27 -2.380 -4.566 -2.226  -0.12
C28 -2.727 -5.840 -2.639  -0.09
C29 -1.890 -6.905 -2.350  -0.08
C30 -0.718 -6.696 -1.636  -0.07
C31 -0.368 -5.423 -1.222  -0.07
C32 0.824 -2.703 -2.096  -0.39
C33 0.624 -2.573 -3.472  -0.12
C34 1.663 -2.793 -4.352  -0.09
C35 2.924 -3.100 -3.863  -0.09
C36 3.138 -3.196 -2.499  -0.05
C37 2.090 -3.013 -1.610  -0.10
H27 0.179 -3.548 0.875  0.03
H28 -4.127 -3.747 0.533  0.09
H29 -5.144 -5.874 1.284  0.10
H30 -3.993 -7.252 2.961  0.10
H31 -1.856 -6.502 3.932  0.10
H32 -0.837 -4.379 3.205  0.10
H33 0.545 -0.798 2.530  0.02
H34 0.890 0.130 4.764  0.11
H35 -0.814 -0.158 6.521  0.10
H36 -2.885 -1.399 6.024  0.10
H37 -3.258 -2.342 3.779  0.11
H38 -3.016 -3.723 -2.459  0.09
H39 -3.641 -6.001 -3.195  0.10
H40 -2.150 -7.898 -2.686  0.10
H41 -0.066 -7.530 -1.422  0.11
H42 0.559 -5.276 -0.683  0.10
H43 -0.368 -2.325 -3.830  0.09
H44 1.502 -2.724 -5.418  0.11
H45 3.743 -3.272 -4.542  0.11
H46 4.116 -3.446 -2.114  0.11
H47 2.251 -3.215 -0.561  0.06
O1 3.670 -2.977 2.883  -0.28
Cl1 2.414 -3.043 2.270  0.66
O2 2.279 -4.145 1.394  -0.32
O3 1.354 -3.060 3.203  -0.30
O4 2.260 -1.836 1.448  -0.58
Cl2 6.340 -0.484 -4.987  0.63
C38 4.912 -0.100 -4.084  -0.71
C39 3.674 -0.165 -4.702  -0.14
C40 2.536 0.114 -3.969  -0.08
C41 2.599 0.456 -2.618  -0.34
C42 1.361 0.780 -1.844  -0.29
C43 3.868 0.568 -2.040  -0.07
C44 5.016 0.288 -2.755  -0.12
H48 3.606 -0.431 -5.746  0.10
H49 1.572 0.066 -4.456  0.10
H50 1.476 1.839 -1.553  0.01
H51 0.540 0.762 -2.574  -0.05
H52 3.934 0.908 -1.011  0.08
H53 5.992 0.356 -2.298  0.10

Summary:
- HOMO energy (spin up / spin down) (eV) = -5.98 / -6.12
- total charge = 0
- relative energy (zero: lowest compared OMol25 entry of this formula, charge and spin) (kJ/mol) = 80.51
- multiplicity = 8